# C6H9NO

One molecule with the formula C6H9NO in a non-equilibrium geometry (the ωB97M-V functional and the def2-TZVPD basis, the OMol25 dataset).

Computed properties:
HOMO level (spin up / spin down) in eV: -8.0 / -8.1
Energy relative to the best compared isomer or geometry (same formula, charge and spin) in kcal per mole: 95.1
E_tot in eV: -9901.480
Kohn-Sham gap (spin up / spin down) in eV: 7.124 / 7.195

ORCA input file:
```
! wB97M-V def2-TZVPD RIJCOSX def2/J DEFGRID3
* xyz 0 1
C -0.225 0.264 -1.295
C 1.045 -0.096 -1.632
C 2.161 -0.309 -0.843
C -0.764 0.061 -0.059
C 0.080 -0.179 1.148
C -2.227 -0.188 0.155
N 3.253 0.471 -1.127
O 2.318 -1.203 -0.059
H -1.027 0.472 -2.117
H -0.516 -0.282 2.030
H 0.798 0.532 1.487
H 0.741 -0.982 1.049
H -2.555 -1.078 -0.397
H -2.767 0.566 -0.428
H -2.746 -0.117 1.076
H 3.353 1.014 -1.945
H 4.178 0.157 -0.720
*
```

---

# C3H7N3O

One molecule with the formula C3H7N3O (the ωB97M-V functional and the def2-TZVPD basis, the OMol25 dataset).

Computed properties:
HOMO level in eV: -7.2
Energy relative to the best compared isomer or geometry (same formula, charge and spin) in kcal per mole: 78.2
E_tot in eV: -9739.641
Kohn-Sham gap in eV: 7.663

ORCA input file:
```
! wB97M-V def2-TZVPD RIJCOSX def2/J DEFGRID3
* xyz 0 1
C -0.886 -1.123 -1.874
N -0.223 -1.590 -0.580
C 0.643 -0.708 0.275
O 1.637 -1.155 0.792
N 0.157 0.548 0.353
C 0.785 1.552 1.093
N 0.279 2.710 1.132
H -0.090 -0.586 -2.408
H -1.650 -0.396 -1.555
H 0.379 -2.391 -0.785
H -0.968 -1.961 0.013
H -0.616 0.793 -0.262
H 1.696 1.202 1.583
H 0.852 3.323 1.708
*
```

---

# C17H42NO7

A 6-piece molecular cluster, C17H42NO7 overall in a non-equilibrium geometry (the ωB97M-V functional and the def2-TZVPD basis, the OMol25 dataset).

Computed properties:
HOMO level in eV: -3.3
Energy relative to the best compared isomer or geometry (same formula, charge and spin) in kcal per mole: 75.4
E_tot in eV: -34130.250
Kohn-Sham gap in eV: 5.232

ORCA input file:
```
! wB97M-V def2-TZVPD RIJCOSX def2/J DEFGRID3
* xyz -1 1
C 1.405 -0.035 -4.986
C 0.661 -1.177 -5.672
O -0.012 -1.052 -6.668
O 0.783 -2.270 -5.074
H 0.824 0.880 -4.868
H 2.275 0.316 -5.542
H 1.795 -0.339 -4.014
C 6.886 -0.912 1.544
C 7.079 -0.589 0.087
O 7.591 -1.741 -0.541
H 7.771 -0.993 2.175
H 6.258 -1.766 1.796
H 6.307 -0.092 1.969
H 7.760 0.249 -0.064
H 6.141 -0.341 -0.409
H 6.897 -2.398 -0.641
C 6.987 4.161 -7.154
C 6.455 5.576 -6.978
O 5.745 5.970 -8.068
H 6.270 3.420 -7.505
H 7.282 3.758 -6.185
H 7.824 4.068 -7.846
H 7.383 6.144 -6.911
H 5.776 5.630 -6.126
H 5.538 6.899 -7.943
C 2.063 -7.349 -0.460
C 3.336 -6.560 -0.367
O 3.505 -5.733 -1.484
H 2.094 -7.994 -1.338
H 1.223 -6.731 -0.777
H 1.788 -7.842 0.473
H 4.105 -7.333 -0.371
H 3.349 -5.952 0.537
H 2.660 -5.478 -1.861
C -3.308 0.536 1.681
C -3.839 1.352 2.828
C -4.872 2.350 2.263
C -5.721 3.094 3.258
C -6.467 2.034 4.175
C -5.452 1.043 4.818
N -4.402 0.513 3.893
O -3.495 -0.372 4.373
C -4.846 1.748 6.010
C -6.336 -0.201 5.198
C -2.636 2.229 3.285
H -4.019 -0.223 1.353
H -3.057 1.172 0.832
H -2.429 -0.060 1.925
H -4.418 2.971 1.490
H -5.542 1.664 1.745
H -5.102 3.744 3.875
H -6.466 3.746 2.801
H -7.223 1.562 3.547
H -7.013 2.628 4.908
H -4.111 2.538 5.859
H -4.336 0.973 6.582
H -5.695 2.087 6.604
H -6.842 -0.154 6.163
H -5.764 -1.128 5.164
H -7.122 -0.263 4.446
H -1.904 1.523 3.679
H -2.081 2.627 2.435
H -2.889 2.963 4.050
H -2.812 0.162 4.785
O -4.354 -5.167 -4.588
H -4.051 -5.353 -3.700
H -5.198 -4.731 -4.467
*
```